No. 1
Here is a structure of composition C15H17CrN7OS from the OMol25 dataset. Energies are from ωB97M-V/def2-TZVPD.

Structure (ORCA input):
```
! RIJCOSX wB97M-V def2-TZVPD def2/J DEFGRID3
* xyz 3 4
Cr 0.655 1.103 -0.718
C -0.884 2.001 3.180
C -0.632 1.705 1.745
N 0.540 1.587 1.208
N 1.694 1.768 1.934
C 2.889 1.576 1.321
N 3.982 1.771 2.021
S 2.985 1.085 -0.315
C -1.752 1.542 0.788
C -3.076 1.662 1.145
C -4.057 1.502 0.163
C -3.674 1.225 -1.134
C -2.318 1.120 -1.425
N -1.380 1.277 -0.493
H -0.050 1.744 3.829
H -1.745 1.435 3.533
H -1.116 3.064 3.304
H 1.622 2.160 2.864
H 3.981 2.023 3.001
H 4.887 1.646 1.586
H -3.362 1.881 2.164
H -5.103 1.594 0.422
H -4.402 1.093 -1.922
H -1.985 0.908 -2.434
N 0.908 4.081 -2.067
C 0.819 3.045 -1.592
H 0.989 5.000 -2.483
N 0.773 -5.653 -2.569
C 0.659 -5.136 -1.336
O 0.577 -5.775 -0.316
C 0.623 -3.609 -1.204
C 0.446 -3.137 0.094
C 0.419 -1.783 0.335
N 0.555 -0.897 -0.665
C 0.727 -1.341 -1.919
C 0.767 -2.684 -2.235
H 0.800 -6.659 -2.652
H 0.833 -5.115 -3.413
H 0.343 -3.859 0.895
H 0.291 -1.385 1.333
H 0.853 -0.593 -2.708
H 0.918 -2.971 -3.265
*
```

As for the expectation value of S²: 3.7928. The calculation puts the frontier orbital gap (spin up / spin down) at 0.22123 / 0.23126 Ha. The HOMO energy (spin up / spin down) is -17.5 / -17.5 eV.

Mulliken atomic charges, in units of e: Cr -0.2617; C -1.7902; C 0.9218; N 0.9215; N -0.8059; C 0.7798; N -0.3591; S -0.2374; C 0.6213; C -0.7221; C -0.5539; C -0.7683; C -0.1604; N 0.1256; H 0.5654; H 0.4647; H 0.3811; H 0.2364; H 0.2237; H 0.2511; H 0.4265; H 0.4858; H 0.4520; H 0.5311; N 0.0328; C 0.3170; H 0.3456; N -0.2809; C 0.2349; O -0.5568; C 0.7870; C -0.6358; C -0.3427; N 0.0961; C -0.3699; C -0.7182; H 0.2687; H 0.1369; H 0.5468; H 0.5132; H 0.5576; H 0.3386

***

No. 2
Here is a structure of composition C16H35BN8O4P2PdS2 from the OMol25 dataset. Energies are from ωB97M-V/def2-TZVPD.

Structure (ORCA input):
```
! RIJCOSX wB97M-V def2-TZVPD def2/J DEFGRID3
* xyz 0 3
Pd -0.113 -1.751 -0.199
B -3.336 -2.943 0.809
N -2.015 -3.283 1.552
C -1.794 -4.360 2.310
C -0.593 -4.202 2.987
C -0.126 -2.968 2.558
N -0.997 -2.400 1.708
N -3.036 -2.383 -0.639
C -3.988 -1.958 -1.478
C -3.424 -1.741 -2.726
C -2.082 -2.059 -2.549
N -1.856 -2.459 -1.294
H -3.947 -2.077 1.407
H -3.962 -3.977 0.716
H -2.505 -5.172 2.328
H -0.117 -4.897 3.661
H 0.783 -2.445 2.815
H -5.009 -1.861 -1.138
H -3.920 -1.415 -3.628
H -1.270 -2.032 -3.260
C 3.400 3.086 0.516
N 2.841 1.821 0.970
C 3.015 1.563 2.401
P 1.669 1.052 0.124
O 1.206 -0.150 0.868
O 0.500 2.172 -0.005
P -0.974 1.778 -0.602
O -0.983 0.439 -1.226
N -2.033 1.917 0.633
C -2.334 0.729 1.446
C -2.080 3.170 1.380
N -1.197 3.003 -1.676
C -2.429 2.905 -2.462
C -0.697 4.364 -1.509
N 2.138 0.793 -1.411
C 2.670 -0.502 -1.832
C 2.144 1.821 -2.447
H 4.478 3.099 0.689
H 2.955 3.929 1.053
H 3.231 3.230 -0.551
H 4.083 1.541 2.632
H 2.578 0.606 2.667
H 2.550 2.348 3.008
H -2.280 -0.166 0.842
H -3.351 0.813 1.831
H -1.640 0.625 2.285
H -1.984 4.027 0.715
H -1.288 3.224 2.136
H -3.043 3.243 1.885
H -2.731 1.862 -2.554
H -2.251 3.301 -3.461
H -3.245 3.471 -2.002
H 0.154 4.382 -0.833
H -1.467 5.038 -1.122
H -0.376 4.751 -2.478
H 2.444 -1.282 -1.115
H 3.756 -0.474 -1.953
H 2.221 -0.772 -2.788
H 1.567 2.691 -2.143
H 1.682 1.421 -3.352
H 3.164 2.137 -2.692
C 3.933 -2.617 1.152
O 2.661 -2.802 0.528
C 2.186 -4.053 0.346
S 3.010 -5.400 0.810
S 0.726 -4.086 -0.565
H 4.190 -1.575 0.970
H 4.675 -3.285 0.727
H 3.866 -2.807 2.224
*
```

As for the expectation value of S²: 2.0080. The calculation puts the frontier orbital gap (spin up / spin down) at 0.27693 / 0.24217 Ha. The HOMO energy (spin up / spin down) is -7.3 / -7.6 eV.

Mulliken atomic charges, in units of e: Pd 0.8217; B 0.2504; N 0.1799; C -0.2332; C -0.9247; C -0.4695; N -0.3059; N 0.5132; C -0.3673; C -0.9186; C -0.2690; N -0.4477; H -0.1596; H -0.1655; H 0.4465; H 0.4092; H 0.5485; H 0.4482; H 0.4332; H 0.4563; C -0.9660; N 0.4036; C -0.9448; P -0.1128; O -0.5935; O -0.1948; P -0.2421; O -0.2830; N 0.4472; C -0.7376; C -0.8743; N 0.4245; C -0.9313; C -1.1081; N 1.0045; C -0.2707; C -1.0589; H 0.3548; H 0.3087; H 0.2065; H 0.3148; H 0.1983; H 0.2987; H 0.0060; H 0.4942; H 0.2911; H 0.1831; H 0.2689; H 0.3604; H 0.2178; H 0.3620; H 0.2802; H 0.2506; H 0.4144; H 0.3314; H -0.2554; H 0.2220; H 0.2010; H 0.2481; H 0.3110; H 0.3601; C -1.0249; O -0.0281; C 0.1433; S -0.3056; S -0.1976; H 0.1980; H 0.4314; H 0.3469

***

No. 3
Here is a cluster of 2 separate species, CH4N3O in total in a non-equilibrium geometry from the OMol25 dataset. Energies are from ωB97M-V/def2-TZVPD.

Structure (ORCA input):
```
! RIJCOSX wB97M-V def2-TZVPD def2/J DEFGRID3
* xyz -1 1
C -1.378 0.186 -0.011
N 2.251 -0.725 0.020
N -0.400 -0.735 -0.357
N 1.387 0.172 -0.206
O 1.520 1.433 -0.187
H -1.181 0.507 1.003
H -2.366 -0.349 0.125
H -1.603 1.091 -0.563
H 1.771 -1.581 0.175
*
```

The calculation puts the frontier orbital gap at 0.26637 Ha. The HOMO energy is -2.5 eV.

Mulliken atomic charges, in units of e: C -0.6959; N -0.8074; N -0.5029; N 0.6296; O -0.6276; H 0.2258; H 0.2941; H 0.2279; H 0.2563

***

Total energy in eV, matching the order above: -67540.244, -81679.575, -7614.762